(1)
DFT (ωB97M-V/def2-TZVPD) results for the molecule C2H3F2N.

Geometry as XYZ:
```
8
Properties=species:S:1:pos:R:3:forces:R:3
F 1.5104 -0.3708 -1.1062 -0.84 0.36 0.25
C 0.2340 0.0662 -0.7732 0.98 0.19 1.45
N 0.0160 0.8890 0.3989 1.54 0.66 1.54
C -0.3834 -0.4577 0.4824 0.55 2.16 -2.58
F -1.6754 -0.6259 0.5088 -3.91 -0.08 -0.13
H -0.3397 0.4254 -1.5962 -0.08 -0.25 -0.80
H 0.7154 1.3303 1.0651 -0.90 -1.10 -1.55
H -0.0772 -1.2566 1.0204 2.68 -1.95 1.81
```
Positions in Å, forces in eV/Å.

Properties
HOMO level: -10.47 eV
SMILES: F[C@@H]1N[C@H]1F
relative energy (zero: lowest compared OMol25 entry of this formula, charge and spin): 20.3 kcal per mole
multiplicity: 1
DFT total energy: -9045.760 eV


(2)
DFT (ωB97M-V/def2-TZVPD) results for a cluster of 8 separate species, C39H53NO23 in total.

Geometry as XYZ:
```
116
Properties=species:S:1:pos:R:3:forces:R:3
O 6.1591 -5.2614 -20.3614 -1.79 0.35 -1.17
C 5.3304 -5.1074 -21.2546 -1.34 0.01 1.79
C 5.6241 -5.1206 -22.6277 2.74 -0.02 -1.05
C 4.8082 -4.9964 -23.6510 -3.14 -0.26 -1.36
O 5.1883 -5.1461 -24.9147 1.65 0.08 -0.17
C 3.2680 -4.7831 -23.5158 0.45 -0.76 1.93
O 2.5468 -4.6769 -24.4908 0.55 0.06 0.21
C 2.8213 -4.8128 -22.0986 2.45 0.15 0.51
C 3.7742 -4.9231 -21.0600 -1.48 1.05 0.50
O 3.4237 -4.7135 -19.7654 1.28 -1.15 -1.40
H 6.6705 -5.2837 -22.8394 0.19 -0.14 -0.19
H 4.5185 -5.4821 -25.5147 -0.74 0.35 0.16
H 1.8018 -4.5287 -21.8832 -0.06 -0.28 0.10
H 2.4677 -4.6396 -19.7178 -0.46 0.43 -0.06
O -4.8567 -2.4971 -26.0503 0.23 0.47 0.88
C -4.6191 -2.9128 -27.1512 -0.84 -0.22 -2.90
C -4.5644 -2.1748 -28.3980 0.49 1.23 -2.11
C -4.2736 -2.6978 -29.6412 -0.53 -0.68 0.48
O -4.2546 -1.9935 -30.7661 -0.17 1.45 0.92
C -4.1702 -4.1946 -29.8653 0.10 -0.47 -1.40
O -4.0540 -4.6876 -31.0091 -0.03 1.43 2.30
C -4.2580 -4.9361 -28.6521 -0.42 -0.69 2.22
C -4.5178 -4.3763 -27.4188 1.57 -0.81 0.35
O -4.4757 -5.0553 -26.2755 -0.07 -1.66 -1.31
H -4.7863 -1.1185 -28.4344 0.10 0.23 0.45
H -3.9044 -2.4618 -31.5275 -0.03 -0.88 -0.01
H -4.0460 -5.9949 -28.6721 -0.21 -0.11 -0.15
H -4.3906 -4.4977 -25.4986 -0.22 0.57 0.28
O 1.4342 -6.4023 -17.7800 -1.22 -0.25 -0.57
C 0.4299 -6.0125 -18.3620 0.35 1.96 -0.33
C 0.1966 -5.9329 -19.8174 -0.52 -0.14 -0.62
C -0.8317 -5.2393 -20.3907 -0.09 -0.64 -2.84
O -0.9750 -5.1761 -21.7625 1.95 -0.91 1.70
C -1.8910 -4.5153 -19.6740 -1.60 1.92 1.93
O -2.8233 -3.8597 -20.1893 2.38 -1.90 0.58
C -1.6498 -4.5487 -18.2115 0.46 -0.42 0.12
C -0.5945 -5.1746 -17.6339 -1.50 0.56 1.49
O -0.4891 -5.0176 -16.2595 0.18 -0.60 -2.01
H 0.8789 -6.4272 -20.4932 0.15 -0.14 0.03
H -1.8036 -4.8197 -22.0911 -0.82 0.34 0.27
H -2.2897 -4.0626 -17.4900 -0.34 0.31 -0.37
H 0.1883 -5.6524 -16.0154 0.57 -0.19 0.51
O 3.4474 -3.4679 -28.3614 -0.67 2.83 1.02
C 3.2016 -2.3684 -27.7976 -1.68 -3.21 -1.27
C 4.0204 -1.7439 -26.8610 1.97 2.22 1.28
C 3.7228 -0.5588 -26.2563 -0.17 1.20 1.21
O 4.6021 0.1944 -25.5393 -0.64 -1.03 -0.93
C 2.3310 0.1224 -26.2617 -0.77 0.62 -0.86
O 1.9815 1.1725 -25.7071 1.47 -2.22 -0.53
C 1.4426 -0.6050 -27.1543 0.38 -2.11 -2.07
C 1.8346 -1.7225 -27.9081 -2.66 0.05 0.52
O 0.8552 -2.4306 -28.6131 1.59 2.29 1.30
H 5.0359 -2.0961 -26.7554 0.14 -0.28 0.03
H 5.4673 -0.1193 -25.8124 0.60 0.05 0.36
H 0.4447 -0.2386 -27.3446 -0.12 0.05 0.30
H 1.1906 -3.2899 -28.8792 0.36 -0.68 -0.21
C -1.7352 -1.3431 -24.6033 -1.05 0.86 -0.08
N -1.9326 -2.7605 -24.5875 0.32 -1.56 0.26
C -0.7879 -3.5762 -25.0615 0.71 -0.76 0.36
C -2.9573 -3.3628 -23.8787 1.75 4.00 -1.25
O -3.0242 -4.5328 -23.7261 -0.50 -3.31 0.64
H -2.6663 -0.7849 -24.5052 -0.51 -0.46 0.01
H -1.4092 -1.0518 -25.6018 0.72 0.14 0.34
H -1.1812 -0.9751 -23.7397 0.83 -0.03 -0.36
H 0.0168 -3.0197 -25.5419 -0.71 0.62 -0.44
H -0.1728 -4.0906 -24.3232 -0.45 0.30 1.19
H -1.0041 -4.4601 -25.6616 -0.88 0.51 -0.52
H -3.6762 -2.6227 -23.4944 -0.10 -0.08 0.00
C 1.5158 0.9800 -20.3728 -0.79 -0.54 -0.60
O 2.4819 -0.0271 -20.6989 -0.05 0.97 1.11
C 2.0907 -1.0021 -21.6416 0.72 -0.41 1.28
C 1.0968 -2.0262 -21.0521 -0.25 -0.18 -0.32
O 1.4841 -2.9321 -19.9917 0.16 0.67 -1.01
C 1.5355 -2.3728 -18.7135 0.45 1.09 0.87
H 0.5078 0.5653 -20.3634 -0.23 -0.12 -0.37
H 1.5453 1.7906 -21.1011 0.07 0.07 -0.07
H 1.5547 1.4053 -19.3700 1.05 -0.26 0.07
H 3.0448 -1.4698 -21.8845 -0.06 -0.39 -0.09
H 1.7541 -0.5311 -22.5652 -0.65 -0.11 -0.11
H 0.8141 -2.6988 -21.8619 -0.21 0.08 -0.11
H 0.2082 -1.4919 -20.7158 -0.24 0.02 0.00
H 1.6891 -3.1396 -17.9542 -0.35 -0.28 -0.20
H 0.6647 -1.7567 -18.4893 -0.56 -0.31 0.03
H 2.3556 -1.6721 -18.5571 0.41 -0.03 -0.42
C -1.7369 -0.0394 -16.9387 -0.75 -0.29 -0.28
O -2.2905 0.2469 -18.2161 0.45 0.24 -0.08
C -3.3934 -0.5338 -18.6848 0.74 1.09 0.10
C -3.9488 0.1609 -19.9270 0.10 -2.14 -0.69
O -3.0539 -0.0092 -21.0415 0.82 1.67 0.54
C -3.3523 0.9074 -22.1027 -0.09 -1.31 0.30
H -2.4669 0.1560 -16.1531 -0.14 0.16 0.18
H -0.8621 0.5885 -16.7694 -0.11 0.03 -0.26
H -1.4505 -1.0850 -16.8251 0.17 -0.25 -0.20
H -4.1708 -0.5463 -17.9208 -0.25 -0.16 0.10
H -3.0679 -1.5486 -18.9133 -0.08 -0.14 -0.10
H -4.3053 1.1697 -19.7189 0.44 0.20 -0.18
H -4.7659 -0.4656 -20.2844 -0.93 0.22 0.61
H -3.4882 1.9363 -21.7696 0.05 0.00 0.08
H -4.2578 0.5102 -22.5615 -0.36 0.48 -0.35
H -2.5525 0.8325 -22.8395 0.05 0.17 0.18
C -0.9335 -5.6218 -29.6409 -0.52 0.61 -2.45
O 0.2025 -5.2513 -28.9680 1.31 -0.34 0.31
C 0.9661 -6.3571 -28.4685 -0.55 2.01 2.71
C 0.2111 -6.9533 -27.3051 -0.09 -1.69 0.37
O -0.7006 -7.9294 -27.7866 -1.12 -0.07 0.51
C -1.9538 -8.0744 -27.1204 0.07 -0.27 0.57
H -1.2158 -4.7495 -30.2304 -0.77 0.54 0.69
H -1.7480 -6.0505 -29.0571 0.20 0.06 -0.03
H -0.6662 -6.2044 -30.5225 -0.07 -1.21 0.27
H 1.6634 -5.8003 -27.8426 1.27 -0.16 -0.76
H 1.4053 -7.0385 -29.1970 -0.26 0.10 -0.04
H -0.1593 -6.2171 -26.5917 -1.01 0.70 -0.84
H 0.8518 -7.4208 -26.5574 0.87 -0.71 -0.42
H -1.9455 -7.9700 -26.0355 0.69 0.43 0.25
H -2.3220 -9.0969 -27.2043 0.15 -0.01 -0.71
H -2.7252 -7.3793 -27.4521 0.09 0.13 -0.39
```
Positions in Å, forces in eV/Å.

Properties
HOMO level: -9.46 eV
SMILES: O=C1C=C(O)C(=O)C=C1O.O=C1C=C(O)C(=O)C=C1O.O=C1C=C(O)C(=O)C=C1O.O=C1C=C(O)C(=O)C=C1O.CN(C)C=O.COCCOC.COCCOC.COCCOC
multiplicity: 1
DFT total energy: -89874.498 eV


(3)
DFT (ωB97M-V/def2-TZVPD) results for a cluster of 4 separate species, C18H33BrN6 in total.

Geometry as XYZ:
```
58
Properties=species:S:1:pos:R:3:forces:R:3
C -8.2682 8.9761 -3.2283 1.41 -0.92 -0.01
C -7.6319 8.1209 -2.0413 -2.80 0.95 -0.81
N -6.6699 7.1684 -2.4749 1.31 1.26 -2.67
C -6.4242 6.0026 -1.8735 3.96 -2.46 -2.42
C -5.3220 5.4493 -2.6258 -1.31 1.88 1.01
N -4.9534 6.3879 -3.6027 -2.99 -0.43 1.95
C -5.8470 7.4040 -3.5691 -0.03 -1.54 2.62
C -3.9494 6.2043 -4.5905 1.26 0.71 -0.53
H -9.3318 9.1831 -3.1101 0.39 0.50 0.53
H -8.2417 8.4223 -4.1668 -0.07 -0.69 0.13
H -7.6210 9.8080 -3.5060 -0.51 0.59 0.56
H -8.4623 7.5013 -1.7024 0.01 0.25 0.56
H -7.2176 8.7020 -1.2174 -0.19 0.15 -0.16
H -6.9034 5.5030 -1.0446 -0.30 0.60 -0.05
H -4.7567 4.5410 -2.4779 -0.13 0.07 -0.08
H -5.8886 8.2888 -4.1870 0.11 -0.22 0.07
H -3.1405 6.9136 -4.4155 0.04 0.08 0.12
H -4.3875 6.4938 -5.5456 0.28 -0.80 -0.23
H -3.4952 5.2205 -4.4724 -0.43 -0.03 -0.58
C 4.6331 -0.3188 3.0595 -1.09 -0.05 0.36
C 6.0000 -0.1253 2.4412 0.18 -0.85 0.67
N 6.0085 0.6343 1.2166 -0.48 2.15 -4.52
C 6.5347 1.9180 1.0647 -0.87 1.01 -2.09
C 6.2966 2.4196 -0.2683 0.22 -3.45 2.52
N 5.7101 1.3281 -0.9227 1.27 -0.71 5.02
C 5.5170 0.2911 -0.0521 1.30 1.77 1.03
C 5.2805 1.2653 -2.2392 -1.15 -0.25 -1.93
H 4.6268 -0.8545 4.0087 0.74 -0.13 -0.01
H 3.9172 -0.8861 2.4647 0.18 0.13 -0.44
H 4.1514 0.6204 3.3317 0.13 0.24 -0.35
H 6.4899 -1.0636 2.1809 -0.06 -0.15 0.38
H 6.6292 0.4100 3.1523 0.14 -0.05 -0.19
H 7.0117 2.4228 1.8918 -0.12 -0.06 -0.07
H 6.5957 3.2881 -0.8364 -0.05 0.04 0.42
H 5.1473 -0.6616 -0.4017 -0.20 0.03 0.42
H 5.6747 2.1319 -2.7699 -0.34 -0.24 -0.21
H 4.1941 1.2307 -2.1581 -0.12 0.35 -0.85
H 5.6032 0.3263 -2.6889 0.13 0.22 -0.21
C -2.0492 -8.3266 2.1072 0.42 0.04 -1.24
C -1.1840 -7.4770 3.0588 -1.58 0.11 -0.13
N 0.2262 -7.7714 3.1804 2.46 -0.09 -1.06
C 0.9530 -8.5628 4.0665 0.15 1.29 -0.53
C 2.2686 -8.5048 3.6403 -0.58 -1.20 0.72
N 2.3180 -7.8813 2.4265 -2.52 1.17 0.15
C 1.0946 -7.3107 2.2426 -0.61 -1.75 0.30
C 3.4294 -7.5952 1.5537 1.34 2.16 0.25
H -1.9289 -9.3903 1.9021 0.37 -0.20 1.13
H -1.8182 -7.9355 1.1163 -0.38 0.18 -0.22
H -3.1048 -8.1375 2.3021 0.14 0.08 0.07
H -1.6842 -7.3813 4.0225 0.54 -0.10 0.18
H -1.2303 -6.5065 2.5646 0.08 0.25 0.54
H 0.4326 -8.9178 4.9437 0.51 -0.25 0.00
H 3.1710 -8.8292 4.1369 -0.18 -0.32 -0.17
H 0.7268 -6.7108 1.4233 0.48 -0.03 -0.18
H 3.8612 -6.6898 1.9803 0.40 0.11 0.05
H 3.1127 -7.2222 0.5798 -0.32 -0.77 -0.04
H 4.2773 -8.2782 1.5014 -0.80 -0.64 0.09
Br -0.3808 -1.2383 -1.3717 0.26 0.01 0.13
```
Positions in Å, forces in eV/Å.

Properties
HOMO level: -8.71 eV
charge: +2
relative energy (zero: lowest compared OMol25 entry of this formula, charge and spin): 93.7 kcal per mole
multiplicity: 1
DFT total energy: -98167.922 eV


> Look up the HOMO level of the third one.

-8.71 eV


> The lowest HOMO level belongs to which entry?

C2H3F2N


> The highest HOMO level belongs to which entry?

C18H33BrN6


> Among the records above, which one has the highest HOMO level?

C18H33BrN6